{
  "formula": "C45H47MnN5O7S",
  "method": "ωB97M-V/def2-TZVPD",
  "spin_multiplicity": 6,
  "relative_energy_kcal_mol": 45.1,
  "s2": 8.7557,
  "orbital_gap_ev": [5.26, 5.28],
  "charge": 0,
  "elements": ["Mn", "O", "C", "C", "O", "C", "C", "O", "C", "O", "O", "O", "S", "C", "C", "C", "C", "C", "C", "C", "C", "C", "C", "C", "C", "C", "C", "H", "H", "H", "H", "H", "H", "H", "H", "H", "H", "H", "H", "H", "H", "C", "C", "C", "C", "C", "C", "C", "O", "C", "C", "C", "H", "H", "H", "H", "H", "H", "H", "H", "H", "H", "H", "H", "N", "C", "C", "C", "C", "C", "C", "C", "N", "C", "C", "N", "C", "H", "H", "H", "H", "H", "H", "H", "C", "C", "N", "C", "C", "C", "C", "N", "H", "H", "H", "H", "H", "H", "H", "H", "H", "H", "H", "H", "H", "H"],
  "positions_angstrom": [[1.80138, 0.06808, 0.26191], [7.61054, -1.31051, 1.76127], [6.47369, -0.98739, 1.55318], [5.27901, -1.92137, 1.48212], [5.28255, -3.11540, 1.73954], [4.18109, -1.07208, 1.08153], [4.55381, 0.28129, 0.96578], [3.68927, 1.16416, 0.59640], [5.97398, 0.43376, 1.30265], [6.62529, 1.44595, 1.39209], [2.93628, -1.36814, 0.82453], [0.70504, 1.41262, 2.10837], [-0.66012, 1.35451, 2.72021], [-1.87247, 1.50246, 1.33322], [-2.79950, 0.33603, 1.11747], [-3.79809, 0.03659, 2.04268], [-4.70612, -0.98742, 1.79977], [-4.63357, -1.72047, 0.62028], [-3.62906, -1.44531, -0.29992], [-2.71886, -0.42498, -0.04909], [-0.94797, 3.01885, 3.47251], [-0.74610, 4.19305, 2.56133], [0.54467, 4.60496, 2.22371], [0.73368, 5.68192, 1.36746], [-0.36042, 6.34966, 0.82662], [-1.64832, 5.94083, 1.14996], [-1.83663, 4.87454, 2.02007], [-1.22223, 1.66129, 0.48291], [-2.45573, 2.40229, 1.50781], [-3.86913, 0.62221, 2.95763], [-5.47852, -1.20685, 2.52803], [-5.35885, -2.50236, 0.41856], [-3.55752, -2.02286, -1.21690], [-1.93352, -0.20330, -0.77121], [-0.22774, 3.02547, 4.29178], [-1.96287, 2.97267, 3.87792], [1.39825, 4.07655, 2.63559], [1.73941, 6.00687, 1.12438], [-0.20855, 7.19119, 0.15916], [-2.50581, 6.46299, 0.73789], [-2.84645, 4.59469, 2.30672], [0.80193, 6.37459, -5.11605], [0.68037, 5.16615, -4.23424], [-0.50197, 4.43210, -4.18204], [-0.64032, 3.33873, -3.34653], [-1.96388, 2.60107, -3.32807], [0.44697, 2.96542, -2.52683], [0.25082, 1.86548, -1.61379], [1.00454, 1.54476, -0.75756], [1.67920, 3.66419, -2.60762], [2.91808, 3.21709, -1.86827], [1.75636, 4.75722, -3.45369], [-0.05463, 6.47125, -5.78228], [1.70948, 6.32481, -5.72040], [0.86704, 7.28000, -4.50735], [-1.33396, 4.72330, -4.81509], [-2.63524, 3.02425, -4.07345], [-2.45258, 2.68218, -2.35396], [-1.84285, 1.54025, -3.55573], [-0.67454, 1.28848, -1.72128], [2.73268, 3.01022, -0.81991], [3.70174, 3.96814, -1.95232], [3.29624, 2.28370, -2.29487], [2.68861, 5.31254, -3.51059], [-3.95826, -8.04563, -3.70803], [-3.24008, -7.16445, -3.54775], [-2.34628, -6.04228, -3.33701], [-2.06570, -5.16285, -4.37096], [-1.24020, -4.07006, -4.15851], [-0.68386, -3.84791, -2.91140], [-0.94776, -4.73555, -1.87921], [-1.77253, -5.82700, -2.09171], [0.14611, -2.70818, -2.68436], [0.58955, -1.78924, -3.62643], [1.29744, -0.86491, -2.93385], [1.29639, -1.18440, -1.58521], [0.61624, -2.28318, -1.47418], [-2.49683, -5.33536, -5.34820], [-1.04521, -3.39137, -4.97678], [-0.50738, -4.59202, -0.90168], [-1.96839, -6.52463, -1.28660], [0.38609, -1.86999, -4.68161], [1.81107, 0.00909, -3.31394], [0.46875, -2.79770, -0.53308], [-0.92181, -4.55160, 1.89481], [-1.25162, -3.46255, 2.92429], [-0.07736, -2.85526, 3.52746], [0.34837, -3.38007, 4.82634], [1.08968, -4.71077, 4.73314], [0.60307, -1.87250, 2.86063], [1.78800, -1.26133, 3.56119], [0.29505, -1.43043, 1.67936], [-1.76292, -4.69311, 1.20766], [-0.71175, -5.50828, 2.37507], [-0.03362, -4.26724, 1.32087], [-1.85968, -3.87439, 3.72894], [-1.84472, -2.68264, 2.45654], [-0.54296, -3.49734, 5.44515], [0.98286, -2.65180, 5.31725], [0.42825, -5.51343, 4.39767], [1.48167, -4.98760, 5.71569], [1.92916, -4.63534, 4.03666], [1.50519, -0.87248, 4.54405], [2.16358, -0.44453, 2.96856], [2.58657, -1.99795, 3.68635], [-0.51209, -1.88465, 1.26883]],
  "forces_ev_per_a": [[0.1, -0.2, 1.4], [0.3, 0.0, 0.1], [-0.1, 0.0, 0.0], [-0.1, -0.2, 0.2], [0.0, 0.1, -0.1], [-0.6, 0.6, -0.4], [-0.3, -0.1, -0.2], [0.1, -0.3, 0.1], [-0.3, -0.1, 0.0], [0.3, 0.3, 0.0], [1.4, -1.7, 0.5], [-0.2, 0.3, -0.1], [0.0, 0.1, -0.1], [0.0, -0.1, 0.2], [0.1, -0.1, 0.0], [0.0, 0.0, 0.0], [0.1, 0.0, 0.0], [0.0, 0.0, 0.0], [0.0, 0.0, 0.0], [0.1, 0.0, 0.0], [0.1, -0.2, -0.2], [0.0, -0.1, -0.1], [0.0, 0.0, 0.0], [0.0, 0.0, 0.0], [0.0, -0.1, 0.0], [0.0, 0.0, 0.0], [0.0, 0.0, 0.0], [0.0, 0.1, -0.2], [0.0, 0.1, 0.0], [0.0, -0.1, -0.1], [0.0, 0.0, -0.1], [0.1, 0.1, 0.0], [0.0, 0.1, 0.1], [-0.1, -0.1, 0.1], [-0.1, 0.0, 0.1], [0.1, 0.0, 0.0], [-0.1, 0.0, -0.1], [-0.1, -0.1, 0.0], [0.0, -0.1, 0.1], [0.1, 0.0, 0.1], [0.0, 0.0, 0.0], [0.0, 0.0, 0.0], [-0.1, -0.1, 0.0], [0.0, 0.1, -0.1], [-0.1, -0.1, 0.1], [0.1, 0.1, 0.0], [0.0, 0.4, -0.5], [-1.8, 0.8, -2.1], [1.5, 0.1, 1.6], [0.1, -0.3, 0.2], [-0.2, 0.2, 0.0], [0.0, 0.1, 0.0], [0.0, 0.0, 0.0], [0.0, 0.0, 0.0], [0.0, 0.0, 0.0], [0.0, 0.0, 0.0], [0.0, 0.0, 0.0], [0.0, 0.0, 0.0], [0.0, 0.0, 0.0], [-0.3, 0.0, -0.2], [0.1, 0.1, 0.1], [0.0, 0.0, -0.1], [0.0, 0.0, 0.1], [0.0, -0.1, 0.0], [0.0, 0.0, 0.0], [0.3, 0.4, 0.1], [-0.3, -0.3, 0.0], [0.0, 0.1, -0.2], [-0.1, 0.0, -0.3], [0.2, 0.3, 0.1], [0.0, -0.2, 0.3], [0.1, 0.0, 0.3], [-0.2, -0.3, 0.0], [0.0, -0.1, 0.1], [0.0, 0.2, 0.2], [0.0, 0.5, -0.6], [-0.2, -0.4, 0.0], [0.0, 0.1, 0.0], [0.0, 0.0, 0.0], [0.0, -0.1, -0.1], [0.0, 0.1, 0.0], [0.0, -0.1, 0.2], [-0.1, -0.2, 0.1], [0.0, 0.1, -0.2], [-0.1, 0.0, 0.0], [0.3, -0.2, -0.1], [0.0, 0.2, 0.1], [0.1, -0.1, -0.2], [0.0, 0.0, 0.0], [0.1, 0.0, -0.1], [-0.1, -0.1, 0.1], [-0.1, 0.1, -0.1], [0.1, 0.0, 0.1], [0.0, 0.1, 0.0], [-0.1, 0.0, 0.1], [0.0, 0.0, 0.0], [-0.2, 0.2, -0.1], [0.0, 0.0, 0.0], [0.0, 0.1, 0.0], [0.1, 0.0, 0.0], [0.0, 0.0, -0.1], [-0.1, 0.0, 0.1], [0.0, -0.1, -0.1], [0.1, 0.1, -0.1], [-0.1, 0.1, 0.0], [-0.2, -0.1, 0.1]],
  "mulliken_charge": [1.318, -0.602, 0.456, -0.433, -0.717, 0.469, 1.225, -0.904, -0.121, -0.651, 0.112, -0.401, 0.431, 0.430, 0.396, -0.422, -0.778, -0.605, -0.922, 0.375, -1.405, 0.516, -0.169, -0.629, -0.445, -0.828, -0.123, -1.344, 0.661, 0.396, 0.413, 0.419, 0.530, 0.283, 0.561, 0.500, 0.266, 0.426, 0.427, 0.411, 0.437, -1.536, 0.635, -1.120, 1.406, -1.473, 0.400, 0.318, 0.041, 0.442, -1.248, -1.029, 0.376, 0.365, 0.314, 0.304, 0.408, 0.302, 0.302, -0.326, 0.057, 0.426, 0.252, 0.418, -0.487, -0.025, 0.380, -1.056, -0.521, 1.374, -0.130, -1.078, 0.370, -0.130, -1.498, -0.060, -0.274, 0.455, 0.316, 0.422, 0.477, 0.463, 0.604, 0.217, -0.556, -0.825, 0.489, -0.737, -1.163, 0.702, -2.095, 0.990, 0.354, 0.353, 0.048, 0.541, 0.020, 0.458, 0.379, 0.273, 0.431, 0.288, 0.543, -0.028, 0.451, -0.732]
}